A 2-piece molecular cluster, C2H5NS3 overall in a non-equilibrium geometry, computed with wB97M-V/def2-TZVPD.

The calculation puts the energy above the lowest of the compared OMol25 structures with the same formula, charge and spin at 338.7 kJ/mol. The value obtained for the max |F| is 4.44 eV/Å. The lowest unoccupied orbital energy is -1.479 eV. The calculation puts the total energy at -1328.3686 Ha. As for the charge: 0. For the HOMO-LUMO gap, the calculation gives 7.260 eV.

XYZ file:
```
11
Properties=species:S:1:pos:R:3:forces:R:3
C -1.133167 -0.916536 0.056757 0.2878 -2.6435 -1.3514
C 0.300795 -0.613994 -0.562385 -1.6755 1.5885 3.3434
H -1.624209 1.319499 -0.427966 -0.9241 -1.3609 1.9855
H -1.122830 -1.855119 0.748126 0.1115 1.9347 -0.9499
H -1.835152 -1.165087 -0.759388 0.9842 -0.5890 0.0231
H 0.200609 0.957644 0.817084 1.1593 -1.8713 -1.1147
H 3.246763 1.181344 1.328763 -1.8894 0.7396 -3.1271
N 0.872106 0.363776 0.209772 -0.4733 3.3630 0.7529
S -1.988616 0.466483 0.724716 0.2681 2.5720 -0.8764
S 1.016126 -1.266643 -1.785371 0.6872 -1.5913 -2.2874
S 2.067574 1.528635 -0.350108 1.4643 -2.1418 3.6021
```
Positions in Å, forces in eV/Å.